[1]
{
  "formula": "C8H15N2PS",
  "method": "ωB97M-V/def2-TZVPD",
  "homo_energy_ha": -0.26362,
  "charge": 0,
  "homo_lumo_gap_ev": 7.84,
  "relative_energy_ev": 3.402,
  "lumo_ev": 0.669,
  "total_energy_ev": -31636.585,
  "elements": ["C", "C", "C", "C", "C", "C", "C", "C", "N", "N", "P", "S", "H", "H", "H", "H", "H", "H", "H", "H", "H", "H", "H", "H", "H", "H", "H"],
  "xyz": [[-1.123, 2.147, -0.719], [-1.935, -0.345, -0.973], [-1.784, 1.082, -1.196], [0.595, 0.900, 1.096], [0.231, -1.095, -1.860], [-1.317, -2.629, -0.761], [1.885, -0.506, 2.520], [2.830, 1.724, 1.801], [-1.028, -1.321, -1.232], [1.758, 0.724, 1.672], [-3.468, 1.453, -2.028], [0.244, 2.367, 0.390], [-1.662, 3.119, -0.943], [0.435, -1.758, -2.670], [0.270, -0.120, -2.239], [1.131, -1.189, -1.241], [-1.215, -3.486, -1.431], [-0.586, -3.006, 0.013], [-2.168, -2.794, -0.214], [2.327, -0.277, 3.584], [0.967, -1.111, 2.686], [2.584, -1.254, 2.093], [2.878, 2.084, 0.698], [2.423, 2.604, 2.398], [3.838, 1.193, 2.110], [-4.223, 1.304, -0.875], [-3.888, 0.188, -2.679]],
  "forces_ev_per_a": [[-1.337, 0.879, 0.147], [2.067, -1.215, 1.213], [-1.065, -1.939, -0.814], [-0.628, -1.418, -0.316], [1.394, -0.460, 0.167], [3.098, -2.542, 0.826], [1.241, -0.608, 1.555], [0.319, 0.122, -1.775], [-2.264, 2.433, 0.280], [-0.435, -1.269, 1.926], [0.536, 0.270, -1.102], [0.294, 1.156, -0.889], [1.203, -0.888, 0.348], [-0.283, -0.754, -0.796], [-0.157, 1.478, -0.545], [-0.454, -0.110, 0.694], [-0.210, 0.578, -1.014], [0.106, 1.038, -0.480], [-2.624, 0.647, 0.711], [-0.891, -0.018, -1.992], [0.202, 1.200, -0.432], [-0.024, 0.673, -0.122], [0.621, -0.167, 1.868], [1.143, -1.150, -0.292], [-2.175, 1.506, -0.359], [-0.346, -0.331, 0.359], [0.671, 0.888, 0.834]]
}

[2]
{
  "formula": "C8H15N3",
  "method": "ωB97M-V/def2-TZVPD",
  "homo_energy_ha": -0.65749,
  "charge": 2,
  "homo_lumo_gap_ev": 10.28,
  "relative_energy_ev": 2.282,
  "lumo_ev": -7.611,
  "smiles": "C=C/C=[N+](\\C)CCC[NH+]=C=N",
  "total_energy_ev": -12989.324,
  "elements": ["C", "C", "C", "C", "C", "C", "C", "C", "N", "N", "N", "H", "H", "H", "H", "H", "H", "H", "H", "H", "H", "H", "H", "H", "H", "H"],
  "xyz": [[2.484, 1.639, -0.183], [1.154, 1.226, 0.179], [-3.096, 0.997, 0.342], [3.311, 1.064, -1.008], [-1.467, -1.103, 0.198], [-1.833, -0.327, -1.121], [-0.656, -0.251, 1.101], [1.579, -0.987, 0.422], [-3.262, 1.230, 1.482], [-2.488, 0.970, -0.807], [0.631, 0.151, 0.494], [2.743, 2.622, 0.080], [0.539, 2.110, 0.195], [4.288, 1.482, -1.157], [3.183, 0.056, -1.537], [-2.347, -1.396, 0.800], [-0.873, -1.965, -0.255], [-0.958, -0.131, -1.757], [-2.646, -0.922, -1.801], [-1.129, 0.691, 1.405], [-0.295, -0.695, 2.028], [1.274, -1.813, 1.130], [1.769, -1.440, -0.539], [2.600, -0.453, 0.793], [-3.958, 1.041, 2.215], [-2.655, 1.607, -1.516]],
  "forces_ev_per_a": [[-0.868, -0.594, 0.017], [-0.338, 4.820, -0.748], [0.833, 1.926, -0.559], [1.492, -3.247, -1.667], [0.025, -0.487, -2.157], [-2.165, -1.954, -1.229], [1.536, 2.274, 0.655], [2.466, 0.018, 2.635], [-1.190, -0.668, -0.175], [-0.190, -2.399, 3.037], [0.863, -4.978, -0.150], [-0.009, 1.239, 0.788], [-0.761, 0.233, 0.448], [0.188, 0.454, -0.380], [-0.066, 1.660, 0.908], [0.319, -0.469, -0.743], [-0.979, 0.630, 1.281], [-0.257, 0.044, 0.336], [2.224, 1.103, 1.701], [0.116, -0.410, -0.104], [-0.572, -0.497, 0.036], [0.368, 1.096, -0.703], [-0.342, 0.295, -0.460], [-2.136, -2.048, -0.782], [0.212, 0.207, -0.403], [-0.771, 1.752, -1.585]]
}

[3]
{
  "formula": "C8H15N3O2S",
  "method": "ωB97M-V/def2-TZVPD",
  "homo_energy_ha": -0.35126,
  "charge": 0,
  "homo_lumo_gap_ev": 10.32,
  "relative_energy_ev": 1.705,
  "lumo_ev": 0.757,
  "smiles": "CCS(=O)(=O)c1n[nH]nc1C(C)(C)C",
  "total_energy_ev": -27935.372,
  "elements": ["C", "C", "C", "C", "C", "C", "C", "C", "N", "N", "N", "O", "O", "S", "H", "H", "H", "H", "H", "H", "H", "H", "H", "H", "H", "H", "H", "H", "H"],
  "xyz": [[-0.559, -0.430, 1.092], [0.442, -0.704, -0.483], [3.379, -0.502, -1.873], [-1.566, 0.948, 2.836], [-2.962, 0.238, 0.961], [-1.073, 1.877, 0.556], [2.281, -0.999, -2.807], [-1.546, 0.683, 1.307], [-0.082, -1.312, 1.852], [1.044, -1.786, -0.111], [0.840, -2.083, 1.178], [-0.317, -0.901, -2.910], [0.918, 1.224, -2.321], [0.730, -0.203, -2.171], [3.467, 0.614, -1.924], [3.149, -0.799, -0.866], [4.347, -0.813, -2.190], [-2.181, 1.961, 3.025], [-2.170, 0.140, 3.325], [-0.582, 1.063, 3.258], [-3.328, -0.799, 1.385], [-3.665, 1.032, 1.453], [-3.136, 0.317, -0.124], [-0.417, 1.624, -0.413], [-1.942, 2.561, 0.102], [-0.427, 2.558, 1.097], [2.023, -2.017, -2.912], [2.358, -0.465, -3.887], [0.977, -3.026, 1.567]],
  "forces_ev_per_a": [[2.021, 0.362, -3.392], [-1.231, -1.029, 4.225], [-0.053, 0.995, -0.768], [-2.461, 1.656, 0.265], [-2.335, 0.175, 0.575], [-0.146, 2.203, -4.329], [-0.442, 3.795, -0.866], [0.327, -1.147, 1.688], [-0.074, -0.497, -0.781], [0.249, 0.333, -0.300], [-0.512, -0.062, 0.622], [0.279, 0.942, 0.579], [-0.359, -0.478, 0.734], [-0.595, -1.132, -2.541], [-0.518, -0.877, 0.105], [0.325, -0.165, 0.417], [0.764, -0.731, -0.042], [1.399, -2.158, -0.423], [0.874, 0.654, -0.170], [0.309, -0.082, 0.241], [1.139, 1.987, -0.913], [1.088, -1.371, -0.925], [-0.022, -0.401, 0.346], [-1.648, 0.376, 2.098], [1.612, -1.586, 1.218], [0.039, -0.071, 0.509], [0.225, -1.205, 0.111], [-0.342, -1.350, 2.472], [0.087, 0.865, -0.756]]
}

[4]
{
  "formula": "C8H15N3O3",
  "method": "ωB97M-V/def2-TZVPD",
  "homo_energy_ha": -0.32853,
  "charge": 0,
  "homo_lumo_gap_ev": 9.46,
  "relative_energy_ev": 3.735,
  "lumo_ev": 0.522,
  "smiles": "O=c1nc(O)[nH][nH]1.C=C(C)C(C)(C)O",
  "total_energy_ev": -19149.636,
  "elements": ["C", "C", "C", "C", "C", "C", "C", "C", "N", "N", "N", "O", "O", "O", "H", "H", "H", "H", "H", "H", "H", "H", "H", "H", "H", "H", "H", "H", "H"],
  "xyz": [[-0.850, -0.192, -2.494], [-2.878, 0.375, -2.180], [1.980, -0.672, 0.125], [1.645, 1.757, 0.368], [-0.741, -0.761, 1.555], [1.357, -0.659, 3.030], [1.378, 0.371, 0.689], [0.505, 0.154, 1.894], [-1.442, -0.556, -3.647], [-2.740, -0.227, -3.439], [-1.633, 0.347, -1.655], [0.415, -0.476, -2.383], [-3.897, 0.727, -1.598], [0.028, 1.372, 2.460], [1.864, -1.677, 0.371], [0.842, -0.740, -1.596], [2.719, -0.563, -0.668], [0.681, 2.190, 0.427], [2.317, 1.984, -0.420], [2.224, 2.189, 1.227], [-1.368, -0.602, 2.431], [-1.297, -0.368, 0.666], [-0.506, -1.758, 1.450], [0.587, -0.988, 3.720], [2.048, -0.054, 3.694], [2.036, -1.245, 2.495], [-1.120, -1.071, -4.450], [-3.293, -0.094, -4.256], [-0.863, 1.236, 2.185]],
  "forces_ev_per_a": [[1.129, -1.220, -0.641], [-1.516, -0.234, 0.538], [0.803, 0.974, -1.396], [1.192, 0.767, 1.889], [-0.176, 3.716, 0.116], [-0.932, 3.538, 0.253], [0.890, -1.348, 0.495], [0.935, -2.040, 1.420], [0.784, 0.510, 0.196], [-2.055, -0.121, -0.591], [0.784, 0.812, 2.050], [0.549, 0.261, -3.033], [0.603, -0.127, -1.324], [0.573, -0.832, -0.360], [-0.556, -1.527, 0.841], [0.163, 0.003, 2.461], [-0.095, 0.421, 0.022], [-0.634, 1.374, -0.668], [-0.097, -0.118, -1.426], [-0.747, -0.260, -0.214], [-0.333, -0.513, 0.083], [0.566, -0.371, 0.578], [0.597, -2.173, -0.283], [0.276, -1.103, -0.080], [-0.922, 0.154, -1.031], [0.370, -2.000, -0.316], [0.051, -0.023, 0.338], [-0.600, 0.302, -0.101], [-1.602, 1.178, 0.183]]
}

Repeat the first record exactly.
{
  "formula": "C8H15N2PS",
  "method": "ωB97M-V/def2-TZVPD",
  "homo_energy_ha": -0.26362,
  "charge": 0,
  "homo_lumo_gap_ev": 7.84,
  "relative_energy_ev": 3.402,
  "lumo_ev": 0.669,
  "total_energy_ev": -31636.585,
  "elements": ["C", "C", "C", "C", "C", "C", "C", "C", "N", "N", "P", "S", "H", "H", "H", "H", "H", "H", "H", "H", "H", "H", "H", "H", "H", "H", "H"],
  "xyz": [[-1.123, 2.147, -0.719], [-1.935, -0.345, -0.973], [-1.784, 1.082, -1.196], [0.595, 0.900, 1.096], [0.231, -1.095, -1.860], [-1.317, -2.629, -0.761], [1.885, -0.506, 2.520], [2.830, 1.724, 1.801], [-1.028, -1.321, -1.232], [1.758, 0.724, 1.672], [-3.468, 1.453, -2.028], [0.244, 2.367, 0.390], [-1.662, 3.119, -0.943], [0.435, -1.758, -2.670], [0.270, -0.120, -2.239], [1.131, -1.189, -1.241], [-1.215, -3.486, -1.431], [-0.586, -3.006, 0.013], [-2.168, -2.794, -0.214], [2.327, -0.277, 3.584], [0.967, -1.111, 2.686], [2.584, -1.254, 2.093], [2.878, 2.084, 0.698], [2.423, 2.604, 2.398], [3.838, 1.193, 2.110], [-4.223, 1.304, -0.875], [-3.888, 0.188, -2.679]],
  "forces_ev_per_a": [[-1.337, 0.879, 0.147], [2.067, -1.215, 1.213], [-1.065, -1.939, -0.814], [-0.628, -1.418, -0.316], [1.394, -0.460, 0.167], [3.098, -2.542, 0.826], [1.241, -0.608, 1.555], [0.319, 0.122, -1.775], [-2.264, 2.433, 0.280], [-0.435, -1.269, 1.926], [0.536, 0.270, -1.102], [0.294, 1.156, -0.889], [1.203, -0.888, 0.348], [-0.283, -0.754, -0.796], [-0.157, 1.478, -0.545], [-0.454, -0.110, 0.694], [-0.210, 0.578, -1.014], [0.106, 1.038, -0.480], [-2.624, 0.647, 0.711], [-0.891, -0.018, -1.992], [0.202, 1.200, -0.432], [-0.024, 0.673, -0.122], [0.621, -0.167, 1.868], [1.143, -1.150, -0.292], [-2.175, 1.506, -0.359], [-0.346, -0.331, 0.359], [0.671, 0.888, 0.834]]
}